No. 1
ORCA calculation (ωB97M-V with the def2-TZVPD basis set) on 7 unconnected molecules or ions with the total composition C36H41ClN2O10.

Each line ends with the Löwdin charge.
Cartesian coordinates (Å):
1 C -0.68 -3.14 -3.81  -0.094
2 C 0.46 -2.40 -3.43  -0.176
3 N 0.95 -2.89 -2.04  -0.027
4 C 1.63 -3.99 -1.92  -0.128
5 C 1.70 -4.38 -0.62  -0.031
6 N 1.00 -3.40 0.09  -0.024
7 C 0.60 -2.40 -0.78  0.038
8 C 0.69 -3.29 1.62  0.041
9 H -1.38 -3.21 -2.97  0.070
10 H -0.32 -4.23 -4.11  0.136
11 H -1.22 -2.74 -4.58  0.064
12 H 0.04 -1.49 -3.17  0.088
13 H 1.22 -2.31 -4.25  0.154
14 H 2.21 -4.46 -2.99  0.231
15 H 2.25 -5.36 -0.23  0.174
16 H 0.18 -1.59 -0.58  0.004
17 H -0.47 -3.24 2.04  0.166
18 H 0.85 -2.37 1.95  -0.018
19 H 1.36 -4.10 2.15  0.133
20 Cl -0.61 0.51 0.94  0.049
21 C -6.06 -3.33 -0.11  0.060
22 C -5.31 -2.34 0.85  0.073
23 C -3.98 -2.01 0.56  -0.370
24 C -3.27 -2.51 -0.44  -0.092
25 C -3.87 -3.34 -1.37  -0.004
26 C -5.33 -3.72 -1.30  -0.334
27 O -5.86 -4.43 -2.26  0.020
28 O -3.41 -1.17 1.51  -0.075
29 H -6.93 -3.61 0.16  0.016
30 H -5.86 -1.85 1.56  0.073
31 H -2.27 -2.22 -0.71  0.090
32 H -3.04 -4.02 -1.87  0.129
33 H -6.89 -4.58 -2.21  0.188
34 H -2.83 -0.29 1.39  0.077
35 C -1.21 4.48 1.94  0.022
36 C -1.49 5.68 1.04  0.037
37 C -2.83 6.20 1.15  -0.279
38 C -3.67 5.72 2.23  -0.026
39 C -3.39 4.58 2.97  -0.031
40 C -2.22 3.96 2.72  -0.320
41 O -1.94 2.76 3.39  0.008
42 O -3.07 7.41 0.46  -0.007
43 H -0.26 4.12 1.93  0.070
44 H -0.70 6.21 0.48  0.107
45 H -4.72 6.08 2.37  0.122
46 H -4.11 4.27 3.63  0.093
47 H -1.27 2.26 2.92  0.006
48 H -3.91 7.67 0.89  0.094
49 C 6.12 0.05 -1.49  0.010
50 C 5.33 0.07 -0.32  0.010
51 C 3.85 0.30 -0.35  -0.279
52 C 3.25 0.05 -1.57  -0.061
53 C 4.02 -0.16 -2.73  -0.042
54 C 5.42 -0.08 -2.79  -0.318
55 O 6.25 -0.31 -3.86  0.012
56 O 3.08 0.51 0.78  -0.003
57 H 7.10 0.05 -1.31  0.055
58 H 5.81 0.05 0.75  0.136
59 H 2.28 0.00 -1.89  0.050
60 H 3.41 -0.20 -3.68  0.114
61 H 5.89 0.45 -4.40  0.132
62 H 2.11 0.36 0.55  0.059
63 C 0.96 2.03 -3.42  0.014
64 C 1.91 3.03 -3.97  0.025
65 C 1.72 4.43 -3.60  -0.248
66 C 0.62 4.79 -2.77  -0.032
67 C -0.27 3.81 -2.29  0.004
68 C -0.07 2.40 -2.44  -0.399
69 O -0.90 1.56 -1.94  -0.027
70 O 2.38 5.56 -4.18  -0.061
71 H 1.04 0.92 -3.86  0.127
72 H 2.37 2.83 -4.70  -0.022
73 H 0.36 5.79 -2.74  0.083
74 H -1.12 4.31 -1.82  0.111
75 H -0.64 1.12 -1.05  -0.035
76 H 2.98 6.14 -3.55  0.160
77 C 0.97 -0.28 4.22  0.000
78 C 2.28 -0.89 4.66  0.035
79 C 2.10 -2.26 5.32  -0.345
80 C 0.90 -2.84 5.47  -0.055
81 C -0.25 -2.18 4.99  -0.049
82 C -0.35 -0.93 4.44  -0.359
83 O -1.56 -0.41 4.10  0.024
84 O 3.13 -2.96 5.83  0.065
85 H 1.17 0.73 3.76  0.097
86 H 3.32 -0.34 4.59  0.130
87 H 0.86 -3.66 6.08  0.091
88 H -1.23 -2.77 5.20  0.153
89 H -1.27 0.02 3.27  -0.013
90 H 3.88 -2.57 5.49  0.052

Calculated values
gap between HOMO and LUMO: 7.39 eV

---

No. 2
ORCA calculation (ωB97M-V with the def2-TZVPD basis set) on a molecular structure, C36H41IrN2OSSb2.

Each line ends with the Löwdin charge.
Cartesian coordinates (Å):
1 Ir -1.61 -2.53 -0.08  0.994
2 C 0.26 3.77 -2.27  -0.333
3 C -0.16 2.38 -2.71  -0.361
4 C 0.73 1.25 -2.18  -0.355
5 Sb 0.04 0.15 -0.43  1.443
6 C 1.87 -0.05 0.61  -0.449
7 C 3.07 -0.40 -0.02  -0.130
8 C 4.24 -0.50 0.71  -0.054
9 C 4.23 -0.25 2.08  -0.054
10 C 3.05 0.13 2.71  -0.075
11 C 1.87 0.24 1.97  -0.183
12 C 0.11 -1.80 -1.43  -0.552
13 C -0.67 -2.00 -2.59  -0.179
14 C -0.53 -3.15 -3.36  -0.061
15 C 0.36 -4.14 -2.96  -0.039
16 C 1.10 -4.00 -1.80  -0.052
17 C 0.98 -2.84 -1.03  -0.155
18 Sb 0.01 4.29 -0.20  1.704
19 C 1.72 3.83 0.90  -0.415
20 C 2.88 3.39 0.26  -0.121
21 C 4.04 3.20 1.00  -0.056
22 C 4.03 3.44 2.36  -0.048
23 C 2.88 3.86 3.01  -0.055
24 C 1.71 4.05 2.28  -0.140
25 C -0.33 6.34 -0.08  -0.403
26 C -1.32 6.92 -0.88  -0.126
27 C -1.51 8.29 -0.83  -0.047
28 C -0.73 9.07 0.03  -0.025
29 C 0.24 8.48 0.83  -0.042
30 C 0.44 7.12 0.79  -0.107
31 H -0.30 4.55 -2.80  0.066
32 H 1.32 3.95 -2.46  0.074
33 H -0.11 2.37 -3.80  0.121
34 H -1.22 2.20 -2.47  0.091
35 H 1.72 1.61 -1.92  0.043
36 H 0.86 0.48 -2.94  0.059
37 H 3.09 -0.61 -1.09  0.110
38 H 5.16 -0.78 0.22  0.120
39 H 5.14 -0.33 2.65  0.122
40 H 3.04 0.34 3.77  0.118
41 H 0.96 0.56 2.47  0.091
42 H -1.36 -1.23 -2.92  0.111
43 H -1.12 -3.27 -4.26  0.129
44 H 0.47 -5.03 -3.57  0.130
45 H 1.78 -4.78 -1.48  0.128
46 H 1.58 -2.72 -0.14  0.095
47 H 2.90 3.23 -0.81  0.091
48 H 4.94 2.89 0.50  0.122
49 H 4.95 3.31 2.93  0.124
50 H 2.88 4.05 4.07  0.121
51 H 0.81 4.38 2.79  0.108
52 H -1.93 6.32 -1.54  0.102
53 H -2.26 8.75 -1.45  0.123
54 H -0.89 10.14 0.07  0.126
55 H 0.84 9.10 1.49  0.123
56 H 1.21 6.67 1.41  0.095
57 N 0.14 -2.82 2.37  -0.003
58 N -1.24 -2.48 2.09  -0.164
59 H 0.27 -2.89 3.38  0.109
60 H 0.72 -2.05 2.05  0.042
61 H -1.51 -1.59 2.52  0.104
62 H -1.81 -3.20 2.52  0.107
63 C -5.49 -0.60 -1.40  0.022
64 C -4.55 -1.43 -0.60  -0.434
65 C -5.11 -2.35 0.43  0.002
66 O -3.33 -1.33 -0.79  -0.143
67 H -6.24 -0.15 -0.75  0.111
68 H -6.02 -1.27 -2.08  0.119
69 H -4.96 0.15 -1.97  0.097
70 H -5.95 -2.91 0.02  0.116
71 H -5.52 -1.74 1.25  0.118
72 H -4.37 -3.04 0.82  0.048
73 S -2.42 -4.68 -0.86  0.798
74 C -1.62 -5.99 -0.13  -0.637
75 C -0.56 -5.84 0.80  -0.106
76 C 0.03 -6.96 1.34  -0.035
77 C -0.42 -8.24 0.97  0.006
78 C -1.46 -8.39 0.05  -0.027
79 C -2.06 -7.29 -0.50  -0.074
80 H -0.22 -4.85 1.07  0.054
81 H 0.84 -6.86 2.05  0.124
82 H 0.05 -9.11 1.40  0.130
83 H -1.78 -9.39 -0.23  0.130
84 H -2.86 -7.39 -1.22  0.116

Calculated values
<S²>: 8.79
spin multiplicity: 6
gap between HOMO and LUMO (spin up / spin down): 8.31 / 5.81 eV
net charge: +3

---

No. 3
ORCA calculation (ωB97M-V with the def2-TZVPD basis set) on a molecular structure, C36H41IrN5O3S5Si2.

Each line ends with the Löwdin charge.
Cartesian coordinates (Å):
1 Ir 0.64 -0.92 -0.30  1.258
2 O 2.81 -0.01 3.69  0.060
3 C 1.75 0.60 4.27  -0.270
4 C 1.94 1.11 5.56  -0.026
5 C 0.90 1.75 6.21  -0.093
6 C -0.34 1.88 5.60  -0.095
7 C -0.53 1.37 4.33  -0.015
8 C 0.50 0.72 3.64  -0.088
9 C 0.27 0.20 2.30  -0.428
10 O 1.24 -0.29 1.61  -0.205
11 N -0.99 0.19 1.84  0.053
12 N -1.12 -0.34 0.65  -0.228
13 C -2.46 -0.24 0.18  -0.876
14 S -3.50 0.95 0.89  0.899
15 C -4.81 0.52 -0.28  -0.528
16 C -4.91 -0.99 -0.33  -0.513
17 S -3.23 -1.69 -0.41  0.924
18 H 2.53 -0.28 2.79  0.069
19 H 2.91 0.99 6.02  0.113
20 H 1.07 2.15 7.21  0.097
21 H -1.15 2.39 6.11  0.094
22 H -1.48 1.48 3.83  0.109
23 H -4.56 0.94 -1.26  0.070
24 H -5.74 0.97 0.08  0.073
25 H -5.45 -1.32 -1.22  0.070
26 H -5.41 -1.38 0.55  0.067
27 C 0.28 -1.71 -5.00  -0.173
28 Si -0.34 -0.74 -3.50  0.419
29 C 0.76 0.74 -3.35  -0.194
30 C -2.10 -0.13 -3.78  -0.162
31 N -0.22 -1.70 -2.02  -0.170
32 C -0.70 -2.96 -1.93  -0.346
33 C -1.50 -3.55 -2.94  -0.085
34 C -2.00 -4.82 -2.83  -0.105
35 C -1.72 -5.60 -1.69  -0.108
36 C -0.97 -5.07 -0.68  -0.046
37 C -0.43 -3.74 -0.72  -0.325
38 N 0.27 -3.20 0.25  -0.067
39 Si 0.87 -3.81 1.76  0.415
40 C -0.19 -3.16 3.17  -0.146
41 C 0.90 -5.68 1.98  -0.199
42 C 2.66 -3.27 1.91  -0.169
43 H 0.40 -0.99 -5.82  0.028
44 H -0.36 -2.52 -5.35  0.013
45 H 1.26 -2.13 -4.78  0.031
46 H 0.52 1.47 -4.13  0.046
47 H 1.81 0.48 -3.44  0.024
48 H 0.62 1.20 -2.37  -0.010
49 H -2.13 0.45 -4.71  0.030
50 H -2.39 0.52 -2.96  0.017
51 H -2.84 -0.93 -3.86  0.018
52 H -1.77 -2.96 -3.80  0.067
53 H -2.62 -5.22 -3.62  0.094
54 H -2.11 -6.60 -1.60  0.093
55 H -0.78 -5.66 0.21  0.069
56 H -1.23 -3.47 3.01  0.036
57 H -0.18 -2.08 3.27  0.007
58 H 0.14 -3.60 4.11  0.033
59 H -0.09 -6.12 2.13  0.020
60 H 1.49 -5.89 2.88  0.028
61 H 1.38 -6.20 1.14  0.030
62 H 2.80 -2.25 1.57  -0.010
63 H 3.29 -3.92 1.29  0.029
64 H 3.01 -3.35 2.94  0.035
65 N 3.43 -1.41 -1.46  0.165
66 C 2.37 -1.23 -1.01  -0.295
67 H 4.39 -1.45 -1.71  0.082
68 O 0.64 1.73 -0.30  -0.263
69 C 0.76 3.07 -0.46  -0.658
70 C 1.41 3.74 0.77  -0.489
71 C 2.08 3.09 1.75  -0.119
72 C 2.66 3.95 2.72  -0.179
73 C 2.43 5.26 2.45  -0.432
74 S 1.52 5.45 1.01  1.004
75 C 1.70 3.44 -1.62  -0.465
76 C 1.61 4.38 -2.61  -0.138
77 C 2.76 4.41 -3.46  -0.200
78 C 3.70 3.50 -3.08  -0.434
79 S 3.20 2.61 -1.70  1.044
80 C -0.64 3.66 -0.72  -0.439
81 C -1.39 3.55 -1.85  -0.139
82 C -2.74 3.98 -1.68  -0.205
83 C -2.99 4.39 -0.41  -0.454
84 S -1.60 4.26 0.58  1.011
85 H 2.18 2.02 1.72  0.096
86 H 3.21 3.60 3.59  0.096
87 H 2.74 6.13 3.02  0.051
88 H 0.75 5.03 -2.73  0.107
89 H 2.87 5.07 -4.31  0.089
90 H 4.66 3.31 -3.54  0.050
91 H -0.99 3.16 -2.78  0.105
92 H -3.48 3.98 -2.47  0.092
93 H -3.91 4.77 0.00  0.054

Calculated values
<S²>: 6.04
spin multiplicity: 5
gap between HOMO and LUMO (spin up / spin down): 5.55 / 5.92 eV
net charge: -1

---

No. 4
ORCA calculation (ωB97M-V with the def2-TZVPD basis set) on a molecular structure, C36H42BrN2O2PbSSi2Te.

Each line ends with the Löwdin charge.
Cartesian coordinates (Å):
1 Pb 1.67 -1.63 -0.51  1.503
2 Br 2.25 4.74 -2.19  0.872
3 C 1.24 3.16 -2.05  -0.664
4 C 0.80 2.50 -3.19  -0.062
5 C 0.05 1.34 -3.07  -0.031
6 C -0.26 0.81 -1.83  -0.379
7 O -1.03 -0.33 -1.68  -0.477
8 C 0.22 1.45 -0.68  -0.178
9 C 0.10 0.91 0.68  -0.095
10 N 0.32 -0.32 0.96  -0.014
11 C 0.25 -0.78 2.31  -0.201
12 C -0.63 -0.29 3.23  0.020
13 C -0.62 -0.76 4.56  -0.019
14 C 0.29 -1.71 4.95  0.017
15 C 1.20 -2.25 4.01  -0.130
16 C 2.15 -3.24 4.35  0.048
17 C 3.00 -3.73 3.39  -0.002
18 C 2.88 -3.25 2.08  -0.094
19 N 2.00 -2.33 1.73  -0.056
20 C 1.16 -1.80 2.67  -0.173
21 C 0.94 2.64 -0.80  -0.066
22 H 1.04 2.90 -4.17  0.126
23 H -0.28 0.85 -3.98  0.103
24 H -0.10 1.62 1.48  0.156
25 H -1.37 0.45 2.93  0.119
26 H -1.33 -0.36 5.27  0.128
27 H 0.30 -2.07 5.97  0.136
28 H 2.20 -3.60 5.37  0.142
29 H 3.74 -4.48 3.62  0.130
30 H 3.52 -3.65 1.30  0.130
31 H 1.28 3.16 0.09  0.124
32 C -5.95 0.44 -0.74  -0.157
33 Si -4.49 1.55 -1.05  0.463
34 C -5.02 3.30 -1.37  -0.157
35 C -3.25 1.43 0.35  -0.167
36 C -3.61 1.06 -2.70  -0.445
37 Te -2.50 -0.69 -2.97  1.828
38 C -3.51 -2.04 -1.78  -0.464
39 Si -4.94 -2.91 -2.80  0.436
40 C -4.12 -4.31 -3.70  -0.167
41 C -6.18 -3.45 -1.53  -0.152
42 C -5.63 -1.65 -4.00  -0.183
43 H -6.59 0.91 0.00  0.058
44 H -5.68 -0.54 -0.34  0.017
45 H -6.56 0.29 -1.63  0.039
46 H -5.53 3.70 -0.48  0.054
47 H -5.72 3.37 -2.20  0.053
48 H -4.17 3.96 -1.58  0.046
49 H -3.74 1.71 1.28  0.054
50 H -2.42 2.12 0.19  0.032
51 H -2.86 0.41 0.45  0.022
52 H -2.93 1.85 -3.02  0.029
53 H -4.37 0.98 -3.48  0.030
54 H -3.88 -1.50 -0.91  0.004
55 H -2.79 -2.80 -1.48  0.034
56 H -3.72 -5.05 -3.01  0.047
57 H -3.30 -3.98 -4.35  0.038
58 H -4.84 -4.81 -4.34  0.055
59 H -5.73 -4.11 -0.79  0.050
60 H -6.98 -4.00 -2.01  0.057
61 H -6.62 -2.60 -1.01  0.031
62 H -4.91 -1.32 -4.76  0.031
63 H -6.05 -0.78 -3.50  0.018
64 H -6.44 -2.12 -4.56  0.060
65 O 3.24 -0.12 -0.20  -0.731
66 S 3.52 0.96 0.88  1.061
67 C 4.65 0.22 2.01  -0.397
68 C 5.90 -0.23 1.59  -0.044
69 C 6.73 -0.83 2.51  -0.032
70 C 6.32 -0.97 3.84  -0.031
71 C 5.08 -0.50 4.25  -0.053
72 C 4.23 0.09 3.33  -0.089
73 C 4.50 2.15 0.03  -0.406
74 C 4.79 3.33 0.71  -0.074
75 C 5.58 4.28 0.09  -0.047
76 C 6.06 4.06 -1.19  -0.045
77 C 5.75 2.88 -1.87  -0.050
78 C 4.96 1.91 -1.26  -0.075
79 H 6.22 -0.10 0.56  0.125
80 H 7.71 -1.18 2.21  0.125
81 H 6.99 -1.42 4.56  0.124
82 H 4.78 -0.59 5.28  0.120
83 H 3.26 0.48 3.63  0.111
84 H 4.42 3.49 1.72  0.123
85 H 5.82 5.20 0.61  0.124
86 H 6.68 4.80 -1.67  0.124
87 H 6.13 2.72 -2.87  0.122
88 H 4.72 0.99 -1.77  0.111

Calculated values
gap between HOMO and LUMO: 7.66 eV
net charge: +3

---

No. 5
ORCA calculation (ωB97M-V with the def2-TZVPD basis set) on a molecular structure, C36H43N7O3SZn.

Each line ends with the Löwdin charge.
Cartesian coordinates (Å):
1 Zn -0.09 0.60 -0.52  0.756
2 C -2.45 2.53 -1.32  -0.078
3 N -1.03 2.65 -0.93  -0.218
4 C -0.39 3.56 -1.90  -0.073
5 C -0.80 3.24 0.39  -0.213
6 C -1.58 4.30 0.83  -0.043
7 C -1.23 5.05 1.95  -0.105
8 C -0.02 4.77 2.56  -0.100
9 C 0.75 3.69 2.15  -0.042
10 C 0.34 2.82 1.12  -0.236
11 N 1.00 1.66 0.74  0.003
12 C 1.95 1.01 1.52  -0.225
13 C 2.03 1.05 2.92  -0.052
14 C 2.94 0.28 3.63  -0.088
15 C 3.82 -0.57 2.97  -0.100
16 C 3.77 -0.61 1.58  -0.042
17 C 2.86 0.15 0.86  -0.213
18 N 2.87 0.17 -0.58  -0.210
19 C 3.79 1.20 -1.05  -0.077
20 C 3.13 -1.09 -1.24  -0.070
21 H -2.89 3.51 -1.55  0.083
22 H -2.52 1.91 -2.22  0.096
23 H -3.01 2.07 -0.52  0.069
24 H -0.93 4.52 -1.91  0.095
25 H 0.63 3.76 -1.60  0.089
26 H -0.42 3.13 -2.90  0.084
27 H -2.47 4.57 0.28  0.107
28 H -1.86 5.86 2.29  0.093
29 H 0.33 5.38 3.38  0.099
30 H 1.71 3.52 2.63  0.101
31 H 1.35 1.66 3.48  0.086
32 H 2.96 0.34 4.72  0.101
33 H 4.53 -1.18 3.51  0.096
34 H 4.47 -1.24 1.04  0.106
35 H 4.84 0.97 -0.78  0.096
36 H 3.74 1.27 -2.14  0.064
37 H 3.53 2.16 -0.62  0.095
38 H 4.16 -1.47 -1.10  0.087
39 H 2.43 -1.85 -0.88  0.074
40 H 2.96 -0.97 -2.31  0.082
41 O -1.44 -1.94 1.10  -0.282
42 S -1.21 -2.49 -0.21  0.602
43 O -2.31 -3.13 -0.88  -0.303
44 N -0.55 -1.32 -1.12  -0.151
45 C -0.20 -1.62 -2.45  -0.235
46 C -0.44 -2.78 -3.15  -0.017
47 C 0.01 -2.98 -4.48  -0.066
48 C 0.72 -2.03 -5.14  -0.050
49 C 1.02 -0.82 -4.46  -0.162
50 C 1.81 0.19 -5.05  -0.003
51 C 2.13 1.31 -4.33  -0.039
52 C 1.62 1.44 -3.03  -0.174
53 N 0.83 0.54 -2.48  0.075
54 C 0.55 -0.61 -3.15  -0.166
55 C 0.07 -3.70 0.03  -0.267
56 C -0.05 -4.99 -0.46  -0.059
57 C 0.93 -5.93 -0.17  -0.074
58 C 2.02 -5.57 0.61  -0.079
59 C 2.13 -4.28 1.11  -0.068
60 C 1.15 -3.34 0.83  -0.072
61 H -1.02 -3.57 -2.70  0.083
62 H -0.23 -3.91 -4.97  0.108
63 H 1.07 -2.18 -6.15  0.110
64 H 2.17 0.05 -6.06  0.120
65 H 2.76 2.09 -4.74  0.112
66 H 1.87 2.29 -2.42  0.095
67 H -0.92 -5.26 -1.04  0.109
68 H 0.84 -6.94 -0.55  0.104
69 H 2.78 -6.30 0.85  0.103
70 H 2.97 -4.00 1.74  0.105
71 H 1.22 -2.33 1.23  0.109
72 C -4.12 -0.50 -0.30  -0.049
73 N -4.05 -0.17 1.12  -0.097
74 C -5.10 -0.80 1.91  -0.052
75 C -2.86 0.31 1.60  -0.469
76 O -2.00 0.65 0.78  -0.074
77 N -2.59 0.36 2.94  -0.103
78 C -3.46 0.61 4.07  -0.050
79 C -1.19 0.46 3.32  -0.046
80 H -4.32 -1.57 -0.42  0.081
81 H -3.17 -0.30 -0.78  0.059
82 H -4.90 0.07 -0.80  0.093
83 H -5.77 -1.31 1.22  0.085
84 H -5.71 -0.08 2.45  0.073
85 H -4.71 -1.55 2.61  0.102
86 H -4.50 0.64 3.81  0.057
87 H -3.20 1.57 4.52  0.092
88 H -3.31 -0.16 4.83  0.094
89 H -0.55 0.25 2.47  0.062
90 H -0.98 -0.28 4.10  0.103
91 H -0.96 1.45 3.70  0.092

Calculated values
gap between HOMO and LUMO: 6.69 eV

---

Largest force on an atom (computed, eV/Å): 14.5; 0.3; 0.7; 0.1; 0.6